{"formula": "C27H25BBrF5N7O2SeW", "method": "ωB97M-V with the def2-TZVPD basis set", "species": ["W", "C", "C", "C", "C", "C", "N", "N", "B", "N", "N", "C", "C", "C", "C", "C", "N", "N", "C", "C", "C", "C", "C", "H", "H", "H", "H", "H", "H", "H", "H", "H", "H", "H", "H", "H", "H", "H", "H", "H", "H", "H", "H", "H", "H", "F", "C", "C", "F", "C", "F", "C", "Se", "C", "F", "C", "F", "Br", "C", "C", "N", "C", "C", "C", "C", "O", "O", "H", "H", "H"], "xyz": [[-0.1994, -0.5430, 0.2986], [-2.0382, 2.6494, 1.7995], [-0.6725, 2.1966, 2.1682], [0.3874, 3.0155, 2.6225], [1.4731, 2.2004, 2.7859], [2.8598, 2.5044, 3.2316], [1.0539, 0.9309, 2.4906], [-0.2702, 0.9367, 2.0884], [1.7288, -0.3299, 2.5872], [0.9429, -1.5537, 2.7177], [-0.2800, -1.7396, 2.0894], [-0.6311, -3.0057, 2.2979], [-1.8933, -3.5756, 1.7599], [0.3539, -3.6519, 3.0608], [1.3469, -2.7311, 3.2766], [2.6302, -2.8709, 4.0167], [0.9912, -2.1949, -0.2254], [-0.1857, -2.2094, -0.8989], [-0.1246, -3.1079, -1.8874], [-1.2485, -3.3169, -2.8428], [1.1224, -3.7245, -1.8067], [1.8073, -3.1048, -0.7543], [3.1824, -3.3340, -0.2292], [-2.2746, 3.5754, 2.3201], [-2.7847, 1.8948, 2.0310], [-2.0775, 2.8414, 0.7246], [0.3385, 4.0736, 2.8164], [2.9570, 3.5705, 3.4192], [3.5863, 2.2208, 2.4694], [3.1075, 1.9713, 4.1496], [2.8997, -0.3599, 2.7308], [-2.0204, -3.3157, 0.7090], [-2.7483, -3.1762, 2.3076], [-1.8905, -4.6578, 1.8641], [0.3309, -4.6697, 3.4106], [2.7061, -3.8746, 4.4266], [2.6941, -2.1584, 4.8389], [3.4821, -2.7030, 3.3566], [-2.1941, -3.0207, -2.3919], [-1.3080, -4.3618, -3.1415], [-1.1025, -2.7153, -3.7407], [1.4926, -4.5117, -2.4426], [3.2639, -4.3138, 0.2425], [3.4381, -2.5715, 0.5065], [3.9147, -3.2916, -1.0345], [-4.3374, 3.5401, -3.8534], [-3.9895, 2.6406, -2.9445], [-4.5391, 2.6779, -1.6750], [-5.4232, 3.6184, -1.3608], [-4.1577, 1.7348, -0.7340], [-4.7079, 1.8168, 0.4805], [-3.2322, 0.7409, -1.0159], [-2.7552, -0.5243, 0.3347], [-2.7247, 0.7145, -2.3062], [-1.8440, -0.2323, -2.6705], [-3.0740, 1.6498, -3.2603], [-2.5334, 1.6034, -4.4766], [3.5189, 3.0576, -5.3581], [2.1666, 3.2004, -4.0605], [1.4081, 4.3659, -3.9746], [0.4337, 4.5360, -3.0874], [0.1774, 3.5401, -2.2498], [0.8883, 2.3449, -2.2631], [1.9085, 2.1629, -3.1909], [0.5364, 1.2719, -1.3355], [-0.4381, 1.3834, -0.5139], [1.1327, 0.1584, -1.2839], [1.6004, 5.1875, -4.6542], [-0.6269, 3.6882, -1.5384], [2.4650, 1.2362, -3.2265]], "atomic_forces_ev_per_a": [[-0.774, 0.257, -0.296], [0.042, 0.002, -0.018], [-0.068, 0.008, 0.008], [0.097, -0.070, 0.042], [-0.058, 0.102, 0.085], [-0.007, 0.004, 0.012], [0.194, -0.242, -0.228], [0.432, 0.038, -0.317], [-0.114, 0.036, 0.572], [0.243, -0.042, -0.370], [0.045, -0.116, 0.240], [-0.082, 0.081, -0.007], [0.019, -0.019, -0.008], [0.041, 0.014, 0.044], [-0.075, -0.052, 0.069], [0.003, -0.004, -0.003], [0.151, -0.311, 0.100], [0.340, 0.124, -0.179], [-0.109, -0.034, 0.052], [-0.013, -0.014, 0.020], [0.062, 0.026, 0.044], [0.022, -0.013, 0.040], [0.015, -0.005, -0.002], [-0.003, -0.001, 0.010], [0.038, 0.009, 0.017], [-0.001, -0.011, 0.043], [0.010, -0.002, -0.007], [0.000, 0.000, -0.004], [-0.001, -0.003, 0.000], [-0.001, 0.003, 0.003], [-0.024, -0.049, 0.141], [-0.001, -0.007, 0.004], [0.001, 0.004, -0.004], [0.001, -0.001, 0.005], [0.003, -0.003, -0.007], [-0.001, -0.003, -0.003], [-0.002, -0.004, 0.002], [0.000, 0.004, 0.003], [0.005, 0.001, 0.000], [0.001, 0.000, -0.003], [0.002, 0.003, 0.001], [0.007, 0.007, -0.003], [-0.001, -0.002, 0.004], [0.003, 0.004, -0.002], [0.005, -0.005, 0.003], [-0.001, -0.003, 0.014], [0.013, -0.011, -0.009], [-0.008, -0.013, 0.015], [-0.006, 0.015, -0.003], [-0.004, 0.044, 0.022], [-0.044, 0.006, -0.031], [0.011, -0.001, 0.010], [-0.223, -0.099, 0.061], [0.050, -0.080, -0.002], [0.066, 0.076, 0.099], [0.001, 0.026, -0.030], [-0.018, 0.000, 0.013], [0.011, 0.000, -0.008], [-0.006, 0.003, 0.013], [0.002, 0.006, -0.002], [0.004, -0.014, 0.005], [-0.011, 0.015, -0.017], [-0.042, -0.037, -0.006], [0.009, -0.005, -0.009], [-0.145, -0.066, -0.068], [-0.126, 0.229, -0.221], [0.025, 0.183, 0.052], [-0.003, 0.002, 0.001], [-0.002, 0.005, 0.001], [0.002, 0.002, 0.001]], "homo_ev": [-10.30, -10.87], "total_charge": 1, "multiplicity": 3, "largest_force_ha_per_bohr": 0.0169, "total_energy_ha": -7144.2483}